This record from the Open Molecules 2025 dataset describes a 2-piece molecular cluster, C27H50N5O5 overall. The level of theory is ωB97M-V with the def2-TZVPD basis set.

total charge	+1
lowest unoccupied orbital energy	-0.137	hartree
HOMO energy	-11.325	eV
gap between HOMO and LUMO	7.611	eV
molar mass	524.73	g/mol
energy relative to the best compared isomer or geometry (same formula, charge and spin)	0.000	eV
calculated total energy	-1708.52425	Eh

Geometry as XYZ:
```
87
Properties=species:S:1:pos:R:3:forces:R:3
C 1.337673 3.281963 -3.264699 0.0 0.4 0.7
C 1.291995 4.363934 -2.153409 0.4 -0.7 0.0
C 2.530066 4.301612 -1.245163 -0.5 -0.2 0.1
C 2.364141 3.184287 -0.204627 -0.3 0.4 -0.2
C 1.595619 3.669655 1.034055 0.3 -0.4 0.2
C 0.733266 2.571881 1.659843 0.4 0.0 0.1
C -0.516882 2.292095 0.851220 0.3 0.0 -0.3
N -1.121108 1.001475 1.227234 -0.1 0.3 0.0
N -0.634858 -0.011299 0.517874 -0.1 0.0 0.3
C -1.047478 -1.232023 0.775572 -0.1 -0.1 0.1
C -0.476184 -2.298044 -0.113303 0.3 0.3 0.2
C 1.050073 -2.115780 -0.321134 -0.9 0.4 -0.4
C 1.386670 -1.414158 -1.657069 0.5 -0.4 0.1
C 2.237207 -2.272289 -2.620750 0.1 0.4 -0.1
N 3.305538 -1.536455 -3.323830 -0.6 -0.3 0.4
C 4.571124 -1.605579 -2.684307 0.2 0.0 -0.1
N 5.585977 -1.841325 -3.393401 0.2 0.1 -0.1
N 4.600756 -1.322806 -1.301840 0.0 -0.2 0.1
C -1.989737 -1.504041 1.806428 -0.2 0.6 0.2
C -2.463497 -2.883293 2.130779 0.0 -0.3 0.2
C -1.423570 -3.785908 2.846501 0.2 0.0 -0.1
C -0.211248 -3.070503 3.387945 0.1 -0.1 0.2
O -0.621797 -2.071720 4.300877 0.0 0.0 -0.1
C 0.456221 -1.299047 4.800883 0.0 -0.1 0.0
C -2.470042 -0.411546 2.497680 0.5 -0.1 -0.4
C -2.023727 0.885735 2.197208 -0.3 -0.7 0.1
C -2.583751 2.038991 2.966664 0.0 -0.1 0.1
C -1.764282 2.458758 4.208195 -0.2 0.4 0.0
C -1.574976 3.975904 4.207365 -0.1 -0.3 -0.3
O -1.010398 4.462332 5.394411 0.0 0.0 0.0
H 0.677497 2.456085 -3.010818 -0.2 -0.1 -0.2
H 2.336737 2.861705 -3.326470 0.2 0.0 -0.2
H 1.059941 3.704697 -4.221797 -0.1 -0.1 -0.2
H 0.428978 4.142572 -1.526582 -0.3 0.3 0.1
H 1.163950 5.359348 -2.563121 0.0 0.1 -0.1
H 3.422117 4.124462 -1.837687 0.1 0.1 -0.1
H 2.637452 5.252617 -0.728328 0.2 0.1 0.1
H 3.325516 2.766027 0.078587 0.1 0.0 0.2
H 1.801516 2.367931 -0.661319 0.1 -0.2 -0.2
H 1.002792 4.557140 0.823649 -0.1 0.1 -0.1
H 2.328272 3.954693 1.785689 0.0 0.3 0.1
H 1.327606 1.655790 1.667946 0.0 -0.1 0.0
H 0.525484 2.806408 2.700276 -0.3 0.0 0.1
H -1.257082 3.083504 0.871295 -0.1 0.1 0.3
H -0.213148 2.171378 -0.182650 -0.1 -0.1 -0.2
H -1.004783 -2.198009 -1.055432 -0.1 -0.2 -0.3
H -0.724310 -3.277124 0.269092 0.0 -0.2 0.1
H 1.528449 -3.086379 -0.244884 0.1 -0.1 0.0
H 1.407855 -1.479794 0.483476 0.3 -0.1 0.2
H 0.479847 -1.108187 -2.169827 -0.2 0.1 0.0
H 1.950380 -0.509534 -1.442792 0.0 0.2 0.0
H 2.713039 -3.094960 -2.093463 0.0 -0.2 0.1
H 1.588244 -2.739130 -3.357778 0.0 0.0 -0.2
H 3.043277 -0.563051 -3.415828 0.0 0.1 -0.2
H 6.435223 -1.836785 -2.830655 0.0 0.0 0.0
H 5.513152 -1.514608 -0.914633 0.1 0.0 0.1
H 3.909944 -1.834442 -0.769405 -0.1 0.1 0.0
H -3.337871 -2.809276 2.768854 -0.1 0.1 0.0
H -2.785176 -3.371586 1.212615 -0.1 0.0 -0.1
H -1.069089 -4.561887 2.172736 0.1 -0.1 -0.1
H -1.889614 -4.311714 3.673437 -0.3 0.0 0.1
H 0.385153 -2.633173 2.580557 0.0 0.2 -0.1
H 0.437701 -3.792289 3.889344 0.1 -0.1 0.1
H 1.415065 -1.637301 4.413450 0.1 -0.1 -0.1
H 0.319884 -0.255596 4.518844 0.0 0.2 0.0
H 0.503414 -1.373428 5.883756 -0.1 0.0 0.1
H -3.183107 -0.537904 3.296064 -0.1 0.0 0.1
H -3.558087 1.708624 3.308802 -0.2 0.0 0.0
H -2.782621 2.890133 2.320578 0.2 0.1 -0.1
H -2.324667 2.227654 5.108930 0.0 -0.2 0.1
H -0.811375 1.938754 4.270700 0.1 -0.1 0.0
H -2.558490 4.425930 4.095462 -0.1 0.2 0.2
H -1.006587 4.274438 3.320400 0.1 0.1 0.0
H -0.077474 4.229685 5.404647 0.1 0.1 0.1
C -2.139061 -1.031456 -5.159282 -0.1 0.1 0.1
C -2.332275 -2.482729 -4.783120 0.1 0.4 -0.1
C -3.719960 -3.038679 -4.996898 0.0 -0.2 -0.1
O -3.772088 -4.091864 -4.020648 0.0 0.1 0.0
C -2.942186 -3.758985 -3.014827 0.0 0.0 -0.1
O -2.878537 -4.323485 -1.970465 0.1 0.1 0.2
O -2.184275 -2.683581 -3.355164 0.0 -0.1 -0.1
H -3.048123 -0.451322 -4.994957 0.0 0.0 0.1
H -1.347194 -0.583522 -4.560000 0.1 -0.1 -0.1
H -1.867152 -0.944952 -6.209865 0.0 0.0 0.0
H -1.581374 -3.105594 -5.274862 0.0 -0.1 0.0
H -3.885487 -3.437331 -5.993933 0.0 -0.2 0.1
H -4.500080 -2.312722 -4.758898 0.0 0.1 0.0
```
Forces are in eV/Å.